11
Properties=species:S:1:pos:R:3:forces:R:3 method="wB97M-V/def2-TZVPD" spin_multiplicity=1 de_lowest_kj_mol=404.1 orbital_gap_ev="8.662 / 5.999"
C 1.1610 0.5111 0.7352 -1.1 0.1 -1.8
C 0.4268 1.1647 -0.3043 0.5 -1.3 1.9
C 0.7931 -0.9551 0.3250 -0.3 4.4 -0.6
C 0.0618 -0.1403 -0.7365 -1.6 -0.3 -1.0
S -2.7136 -0.1601 0.5338 0.3 0.2 -2.0
H 1.7913 0.8117 1.5080 0.9 0.8 1.2
H 0.1319 2.2436 -0.5562 0.7 -2.0 0.3
H 1.5901 -1.5199 -0.0325 1.4 -1.1 -0.5
H 0.1766 -1.4473 1.0089 -0.9 -0.9 1.0
H -0.3118 -0.5447 -1.6735 -0.2 0.4 0.0
H -3.1071 0.0364 -0.8078 0.3 -0.2 1.5